Arrangement P

This record from the Open Molecules 2025 dataset describes a single C4H7N3S molecule. The level of theory is ωB97M-V/def2-TZVPD.

Properties
Frontier orbital gap   8.70 eV
Structure (SMILES)   [H]/N=C1/CN(S)C(C)=N1
HOMO level   -0.328 hartree

CARTESIAN COORDINATES (ANGSTROEM)
H -0.9258 -3.2319 0.5445
N -1.5285 -2.4952 0.5641
C -0.7875 -1.4913 0.3353
C -1.5608 -0.1410 0.2072
N -0.4709 0.6956 -0.3689
S -0.5741 2.2952 -0.4707
C 0.6452 0.0055 -0.4214
C 1.9110 0.7082 -0.5946
N 0.6602 -1.3140 -0.0531
H -1.6247 0.1037 1.2557
H -2.4201 -0.0648 -0.4203
H 0.1234 2.3091 0.9537
H 2.1638 0.7541 -1.7410
H 1.6609 1.8191 0.0072
H 2.7279 0.0478 0.2023

Arrangement Q

This record from the Open Molecules 2025 dataset describes a single C4H7N3S molecule. The level of theory is ωB97M-V/def2-TZVPD.

Properties
Frontier orbital gap   8.82 eV
Structure (SMILES)   N[C@H]1CN=CNC1=S
HOMO level   -0.336 hartree

CARTESIAN COORDINATES (ANGSTROEM)
N -1.0756 1.7980 -0.3337
C -0.1805 0.7225 -0.4280
C 1.0805 0.6801 0.4439
N 1.9447 -0.5579 0.1241
C 1.1799 -1.5597 -0.1181
N -0.1886 -1.6654 -0.3953
C -1.0004 -0.5875 -0.0932
S -2.6173 -0.8289 0.1678
H -2.1289 1.4937 0.2162
H -0.7490 2.7390 0.1428
H 0.3260 0.6202 -1.4748
H 0.9103 0.8266 1.5240
H 1.7333 1.4741 0.2480
H 1.4320 -2.5782 -0.3008
H -0.6664 -2.5766 0.2770

Most stable to least stable, the ends of the list are arrangement Q and arrangement P.

Arrangement P

This record from the Open Molecules 2025 dataset describes a single C4H7N3S molecule. The level of theory is ωB97M-V/def2-TZVPD.

Properties
Frontier orbital gap   9.65 eV
Structure (SMILES)   [H]/N=C(/NN)SCC#C
HOMO level   -0.330 hartree

CARTESIAN COORDINATES (ANGSTROEM)
H 2.3484 -2.0301 -0.4416
N 2.3105 -1.0166 -0.2799
C 1.0743 -0.6706 -0.2121
N 0.8172 0.6446 0.0287
N 1.8352 1.5254 -0.0096
S -0.2799 -1.8323 -0.3957
C -1.5305 -0.9714 0.6338
C -2.1922 0.2062 0.0356
C -2.7080 1.0481 -0.6810
H -0.1292 0.9830 -0.1089
H 2.3690 1.4955 0.8761
H 2.5309 1.1943 -0.6995
H -1.0323 -0.7233 1.5776
H -2.2748 -1.6912 0.9115
H -3.1387 1.8384 -1.2350

Arrangement Q

This record from the Open Molecules 2025 dataset describes a single C4H7N3S molecule. The level of theory is ωB97M-V/def2-TZVPD.

Properties
Frontier orbital gap   9.14 eV
Structure (SMILES)   [H]/N=C/N(C=C)NC=S
HOMO level   -0.320 hartree

CARTESIAN COORDINATES (ANGSTROEM)
H -3.1330 -1.0860 -0.5180
N -2.2421 -1.4740 -0.1887
C -1.6296 -0.3871 0.2185
N -0.3409 -0.3683 0.9228
C 0.4138 -1.5074 0.6250
C 1.7115 -1.7544 0.8498
N 0.2897 0.8379 1.0286
C 0.7009 1.5985 -0.0456
S 0.5199 1.3730 -1.6541
H -2.0223 0.6277 0.1333
H -0.2072 -2.3479 0.1673
H 2.2856 -0.9964 1.4708
H 2.1442 -2.7299 0.6306
H 0.3833 1.3234 1.9317
H 1.1051 2.5724 0.4239

Arrangement R

This record from the Open Molecules 2025 dataset describes a molecular structure, C4H7N3S. The level of theory is ωB97M-V/def2-TZVPD.

Properties
Frontier orbital gap   7.14 eV
HOMO level   -0.276 hartree

CARTESIAN COORDINATES (ANGSTROEM)
C 0.3293 0.1580 -0.1504
C -3.1181 -0.4961 0.1718
C 1.4618 1.0622 -0.0804
C 2.8377 0.6515 0.0461
H -0.3371 -1.7114 0.1158
H 1.3822 -1.5987 -0.3489
H -1.2666 1.4685 -0.1791
H -3.6772 -1.5253 0.0062
H -3.6142 0.5613 0.8341
H 1.1947 2.1609 -0.0204
H 3.5654 1.4516 -0.0045
N 0.4709 -1.1602 -0.2126
N -0.9440 0.4787 -0.1299
N -1.7914 -0.6377 -0.1182
S 3.5066 -0.8633 0.0704

Arrangement S

This record from the Open Molecules 2025 dataset describes a single C4H7N3S molecule. The level of theory is ωB97M-V/def2-TZVPD.

Properties
Frontier orbital gap   8.40 eV
Structure (SMILES)   N=S1(=N)CC=CC=N1
HOMO level   -0.323 hartree

CARTESIAN COORDINATES (ANGSTROEM)
N -2.5204 0.0852 -0.8641
S -1.2697 0.0300 0.0146
N -1.5508 -0.2005 1.5942
C 0.1647 -1.2231 -0.3034
C 1.4817 -0.6638 0.0078
C 1.7880 0.6034 0.2216
C 0.8429 1.6486 -0.1046
N -0.4429 1.4652 -0.2125
H -2.3389 -0.2054 -1.7607
H -2.6279 -0.0753 1.6787
H 0.3092 -1.7355 -1.3588
H 0.1327 -1.9686 0.5295
H 2.2353 -1.4482 0.2046
H 2.8047 0.9834 0.4973
H 0.9915 2.7045 -0.1441

Most stable to least stable, the ends of the list are arrangement Q and arrangement S.

Arrangement P

This record from the Open Molecules 2025 dataset describes a single C5H5NO2S molecule. The level of theory is ωB97M-V/def2-TZVPD.

Properties
Frontier orbital gap   9.47 eV
HOMO level   -0.331 hartree

CARTESIAN COORDINATES (ANGSTROEM)
C 0.4456 1.7265 0.1840
C -0.8282 1.6580 -0.1284
C 2.2187 0.1705 -0.6628
C 0.0221 -2.0417 0.2498
C -0.6500 -0.9049 0.4789
N 1.2679 0.7277 -0.1879
O 3.0427 -0.4867 -1.1823
O -2.7424 -0.0949 -0.6583
S -1.3227 0.0624 -0.8249
H 0.8260 2.6717 0.5645
H -1.6242 2.2322 0.2872
H 0.4851 -2.4457 -0.6704
H 0.1018 -2.6306 1.1579
H -1.2426 -0.6445 1.3927

Arrangement Q

This record from the Open Molecules 2025 dataset describes a single C5H5NO2S molecule. The level of theory is ωB97M-V/def2-TZVPD.

Properties
Frontier orbital gap (alpha / beta)   7.61 / 7.61 eV
HOMO level (alpha / beta)   -0.311 / -0.311 hartree

CARTESIAN COORDINATES (ANGSTROEM)
C 1.4020 1.4819 1.2157
C 1.7341 0.2529 1.7081
C 0.4689 1.8158 0.3526
C -0.4934 -1.3385 -0.8617
C -1.8554 -0.8632 -1.4128
N -0.2124 -0.9091 0.4310
O -0.3348 2.1774 -0.3877
O 0.3219 -1.9462 -1.5397
S 1.0973 -1.1920 1.1929
H 1.8836 2.4914 1.5092
H 2.7024 0.2595 2.1343
H -2.7894 -1.2040 -0.7903
H -2.0428 -1.1041 -2.5190
H -1.8820 0.0781 -1.0328

Most stable to least stable, the ends of the list are arrangement Q and arrangement P.

Arrangement P

This record from the Open Molecules 2025 dataset describes 2 unconnected molecules or ions with the total composition C9H19N3. The level of theory is ωB97M-V/def2-TZVPD.

Properties
Frontier orbital gap   9.44 eV
Structure (SMILES)   [H]/N=C(\N)C1CC1.C=CCCNC
HOMO level   -0.318 hartree

CARTESIAN COORDINATES (ANGSTROEM)
H 3.3279 -0.1363 -2.2432
N 2.8325 -0.6768 -1.5348
C 2.4838 0.0751 -0.5624
N 2.5861 1.4638 -0.4938
C 1.8624 -0.5614 0.6540
C 2.5162 -1.8026 1.1824
C 1.1839 -1.8787 0.4960
H 2.9637 1.9331 -1.3104
H 2.9136 1.8631 0.3838
H 1.4927 0.1521 1.3746
H 2.5771 -1.9759 2.2468
H 3.3577 -2.1806 0.6098
H 1.1516 -2.2483 -0.5311
H 0.2744 -2.0862 1.0472
C -4.0877 -1.7734 -0.5194
C -3.8223 -0.5080 -0.1479
C -2.4793 -0.0255 0.2704
C -1.8986 1.1423 -0.5563
N -0.5591 1.4384 -0.0669
C -0.5460 2.3063 1.1216
H -3.2803 -2.5124 -0.6088
H -5.1039 -2.0928 -0.7511
H -4.6298 0.2261 -0.1546
H -1.7613 -0.8699 0.1896
H -2.5356 0.2704 1.3278
H -1.8692 0.8281 -1.5962
H -2.5866 2.0007 -0.4697
H 0.0145 1.8262 -0.7932
H -0.9957 1.7693 1.9595
H -1.0793 3.2673 0.9683
H 0.4774 2.5444 1.3895

Arrangement Q

This record from the Open Molecules 2025 dataset describes a single C9H19N3 molecule. The level of theory is ωB97M-V/def2-TZVPD.

Properties
Frontier orbital gap   8.24 eV
Structure (SMILES)   NN1CCN(C2CCCC2)CC1
HOMO level   -0.264 hartree

CARTESIAN COORDINATES (ANGSTROEM)
N -1.4488 2.0782 -2.6378
N -0.9373 2.0106 -1.3467
C -1.3732 0.6950 -0.7110
C -0.9472 0.5831 0.7366
N 0.4460 1.1395 0.9762
C 1.5405 0.5403 1.7730
C 2.4299 -0.2549 0.9047
C 2.3376 -1.6890 1.4929
C 1.2158 -1.7330 2.5625
C 1.2031 -0.2214 3.0610
C 0.7859 2.3510 0.2516
C 0.4714 2.2101 -1.1805
H -2.4117 1.7869 -2.7021
H -1.3618 3.0200 -3.0565
H -2.4385 0.5431 -0.8477
H -0.7495 -0.0797 -1.2939
H -1.0493 -0.3989 1.1117
H -1.6586 1.0794 1.4077
H 2.1630 1.2992 2.0411
H 1.9031 -0.2288 -0.0825
H 3.4328 0.0206 0.7506
H 3.3239 -1.9714 1.9311
H 2.1614 -2.3752 0.6151
H 0.1862 -1.7906 1.9776
H 1.4283 -2.5248 3.4245
H 1.9661 -0.1450 3.8217
H 0.1935 0.1563 3.5636
H 0.0805 3.0820 0.6736
H 1.7610 2.6772 0.5469
H 0.8119 3.0741 -1.6572
H 0.9382 1.4706 -1.7034

Most stable to least stable, the ends of the list are arrangement P and arrangement Q.

Arrangement P

This record from the Open Molecules 2025 dataset describes 2 unconnected molecules or ions with the total composition C4H8O. The level of theory is ωB97M-V/def2-TZVPD.

Properties
Frontier orbital gap (alpha / beta)   10.18 / 5.53 eV
Spin multiplicity   2
HOMO level (alpha / beta)   -0.558 / -0.537 hartree
Charge   +1

CARTESIAN COORDINATES (ANGSTROEM)
O 1.6982 1.1397 1.5216
C 1.1755 1.8574 0.7394
H 1.2842 2.9575 0.7754
H 0.4935 1.5028 -0.0887
C -0.5137 -1.4736 0.6008
C -0.8860 -0.4305 -0.3337
C -0.3067 -0.2724 -1.5914
H -1.3961 -1.9954 0.9816
H 0.1880 -2.1928 0.1961
H -0.0393 -0.9950 1.4684
H -1.5942 0.3396 -0.0290
H -0.3977 0.6177 -2.2059
H 0.2941 -1.0551 -2.0345

Arrangement Q

This record from the Open Molecules 2025 dataset describes 2 unconnected molecules or ions with the total composition C4H8O. The level of theory is ωB97M-V/def2-TZVPD.

Properties
Frontier orbital gap (alpha / beta)   11.61 / 4.81 eV
Spin multiplicity   2
HOMO level (alpha / beta)   -0.600 / -0.534 hartree
Charge   +1

CARTESIAN COORDINATES (ANGSTROEM)
C 0.8097 2.0074 -0.0994
C 0.2419 1.6128 -1.1977
H 1.7096 1.5083 0.1563
H 0.1780 2.5214 0.5802
H 0.9425 1.2471 -1.9230
H -0.8011 1.2971 -1.3840
O -0.3392 -0.6255 1.5617
C 0.0165 -0.9310 0.4368
C -0.6824 -1.8384 -0.4379
H 0.9925 -0.6347 -0.1081
H -1.5008 -2.3557 0.0360
H -1.1041 -1.1381 -1.1992
H -0.0172 -2.5461 -0.8627

Most stable to least stable, the ends of the list are arrangement P and arrangement Q.

Arrangement P

This record from the Open Molecules 2025 dataset describes 2 unconnected molecules or ions with the total composition CH3INO. The level of theory is ωB97M-V/def2-TZVPD.

Properties
Frontier orbital gap (alpha / beta)   6.75 / 6.49 eV
HOMO level (alpha / beta)   -0.125 / -0.116 hartree
Charge   -1

CARTESIAN COORDINATES (ANGSTROEM)
C -0.5854 -0.3857 -0.0302
N 0.5496 0.2243 -0.6148
O 0.4646 2.1968 0.1897
I 2.3265 -0.3704 0.1609
H -0.6041 -0.4421 1.0659
H -1.4571 0.1924 -0.3524
H -0.6941 -1.4153 -0.4190

Arrangement Q

This record from the Open Molecules 2025 dataset describes 2 unconnected molecules or ions with the total composition CH3INO. The level of theory is ωB97M-V/def2-TZVPD.

Properties
Frontier orbital gap (alpha / beta)   5.47 / 3.94 eV
HOMO level (alpha / beta)   -0.078 / -0.041 hartree
Charge   -1

CARTESIAN COORDINATES (ANGSTROEM)
C 1.1856 0.5862 0.1788
N -1.2364 -0.9562 -0.6592
O -0.9633 -1.9444 0.0589
I -2.6563 0.6337 0.1281
H 1.7262 -0.2419 0.5282
H 1.1673 0.4986 -0.8989
H 0.7769 1.4242 0.6641

Most stable to least stable, the ends of the list are arrangement P and arrangement Q.